Entry 1:
Here is C44H31Cl5CoF9N3O2P as an isolated structure in a non-equilibrium geometry from the Open Molecules 2025 dataset. Energies are from ωB97M-V/def2-TZVPD.

Properties
- energy relative to the best compared isomer or geometry (same formula, charge and spin) (kJ/mol) = 166.91
- Kohn-Sham gap (alpha / beta) (eV) = 5.82 / 6.51
- max |F| (eV/Å) = 1.91

```
! wB97M-V def2-TZVPD RIJCOSX def2/J DEFGRID3
* xyz -1 2
Co -0.240 -0.348 0.144
O 3.933 -0.354 3.458
C 3.079 -1.170 4.101
C 3.561 -1.890 5.192
C 2.738 -2.752 5.892
C 1.410 -2.911 5.514
C 0.920 -2.204 4.435
C 1.736 -1.337 3.707
C 1.193 -0.721 2.485
O 0.019 -0.967 2.096
N 2.008 0.059 1.758
N 1.426 0.420 0.617
C 1.968 1.342 -0.144
C 1.091 1.919 -1.088
C 1.390 3.094 -1.809
C 0.383 3.793 -2.415
C -0.932 3.322 -2.279
C -1.139 2.126 -1.629
N -0.166 1.370 -1.107
H 3.451 0.023 2.677
H 4.602 -1.770 5.459
H 3.135 -3.309 6.731
H 0.770 -3.602 6.045
H -0.106 -2.317 4.114
H 2.966 1.716 0.052
H 2.414 3.438 -1.814
H 0.583 4.700 -2.969
H -1.766 3.866 -2.697
H -2.143 1.745 -1.528
Cl -1.563 1.291 1.408
C -2.534 -0.117 1.160
C -2.020 -1.120 0.334
C -2.841 -2.240 0.214
Cl -2.348 -3.574 -0.769
C -4.092 -2.340 0.827
Cl -5.086 -3.731 0.583
C -4.561 -1.309 1.634
Cl -6.093 -1.423 2.411
C -3.768 -0.178 1.799
Cl -4.323 1.124 2.782
F -1.972 -6.533 -6.484
C -2.120 -6.470 -5.138
F -3.419 -6.758 -4.905
F -1.405 -7.494 -4.639
C -1.728 -5.140 -4.581
C -0.637 -4.999 -3.738
C -0.338 -3.758 -3.207
C -1.091 -2.621 -3.513
C -2.177 -2.791 -4.376
C -2.497 -4.030 -4.900
P -0.737 -0.981 -2.659
C -2.152 -0.089 -3.438
C -2.145 0.548 -4.678
C -3.269 1.212 -5.139
C -4.433 1.221 -4.382
C -4.480 0.532 -3.173
C -3.350 -0.114 -2.714
C -5.636 1.980 -4.838
F -5.978 2.966 -3.978
F -6.735 1.204 -4.956
F -5.465 2.571 -6.036
C 0.687 -0.506 -3.737
C 0.879 0.817 -4.142
C 1.996 1.195 -4.863
C 2.973 0.261 -5.179
C 2.822 -1.053 -4.753
C 1.699 -1.422 -4.037
C 4.144 0.674 -6.010
F 3.815 0.811 -7.318
F 5.160 -0.207 -5.978
F 4.658 1.866 -5.641
H -0.027 -5.854 -3.480
H 0.480 -3.695 -2.505
H -2.802 -1.957 -4.648
H -3.353 -4.138 -5.553
H -1.265 0.520 -5.303
H -3.247 1.717 -6.094
H -5.398 0.505 -2.601
H -3.381 -0.640 -1.770
H 0.145 1.569 -3.898
H 2.114 2.223 -5.179
H 3.588 -1.781 -4.979
H 1.612 -2.449 -3.719
C 2.833 -3.524 -0.359
C 1.742 -2.848 0.484
C 0.868 -3.903 1.158
C 0.895 -1.944 -0.413
H 3.447 -4.174 0.270
H 3.480 -2.777 -0.822
H 2.386 -4.134 -1.147
H 2.257 -2.278 1.259
H 1.445 -4.496 1.869
H 0.443 -4.574 0.408
H 0.048 -3.421 1.688
H 0.144 -2.587 -0.867
H 1.541 -1.510 -1.189
*
```

=====

Entry 2:
Here is C44H31F15IrN3O8PS2SbSe as an isolated structure from the Open Molecules 2025 dataset. Energies are from ωB97M-V/def2-TZVPD.

Properties
- energy relative to the best compared isomer or geometry (same formula, charge and spin) (kJ/mol) = 153.37
- Kohn-Sham gap (alpha / beta) (eV) = 5.74 / 5.74
- max |F| (eV/Å) = 0.42

```
! wB97M-V def2-TZVPD RIJCOSX def2/J DEFGRID3
* xyz 0 1
Ir 0.491 0.295 0.533
F -1.902 4.183 -0.120
C -2.039 3.880 1.167
F -3.333 3.850 1.474
F -1.429 4.797 1.901
S -1.298 2.212 1.460
O -2.145 1.289 0.700
O 0.051 2.370 0.899
N -1.379 2.090 2.990
S -1.666 0.750 3.818
O -1.070 -0.421 3.236
O -1.452 1.041 5.193
C -3.515 0.493 3.644
F -3.999 0.031 4.792
F -3.775 -0.398 2.688
F -4.137 1.631 3.343
N 0.033 -2.471 1.237
C 0.164 -3.767 0.919
C 0.767 -3.825 -0.319
C 0.981 -2.488 -0.686
N 0.539 -1.682 0.272
H -0.358 -2.018 2.059
H -0.184 -4.536 1.580
H 1.026 -4.704 -0.876
H 1.416 -2.063 -1.570
O 0.474 2.021 -4.679
Se -0.232 1.359 -3.414
O -0.488 -0.393 -3.879
O 0.601 1.197 -2.044
O -1.758 1.813 -3.126
F 3.390 5.608 5.212
C 4.388 5.079 4.489
F 5.324 4.655 5.363
F 4.946 6.084 3.788
C 3.922 3.961 3.591
C 2.703 3.339 3.812
C 2.310 2.298 2.987
C 3.134 1.870 1.950
C 4.361 2.498 1.742
C 4.752 3.545 2.559
P 2.584 0.420 0.987
C 3.384 -0.927 1.931
C 4.742 -1.226 1.821
C 5.310 -2.199 2.622
C 4.527 -2.868 3.555
C 3.186 -2.552 3.704
C 2.621 -1.579 2.893
C 5.157 -3.958 4.383
F 6.375 -3.608 4.831
F 4.417 -4.283 5.454
F 5.321 -5.089 3.664
C 3.480 0.508 -0.597
C 3.426 1.704 -1.309
C 3.901 1.775 -2.608
C 4.421 0.638 -3.208
C 4.466 -0.565 -2.517
C 3.994 -0.629 -1.218
C 4.947 0.671 -4.621
F 4.334 -0.240 -5.401
F 6.266 0.376 -4.661
F 4.796 1.865 -5.207
H 2.060 3.669 4.613
H 1.354 1.816 3.140
H 5.009 2.180 0.939
H 5.698 4.041 2.393
H 5.362 -0.698 1.108
H 6.361 -2.433 2.532
H 2.591 -3.051 4.455
H 1.589 -1.293 3.019
H 2.975 2.580 -0.863
H 3.839 2.702 -3.161
H 4.865 -1.449 -2.995
H 4.020 -1.576 -0.694
C -4.274 -1.571 -5.087
C -3.685 -0.442 -5.655
C -2.420 -0.025 -5.288
C -1.722 -0.747 -4.324
C -2.308 -1.880 -3.740
C -3.582 -2.295 -4.138
Sb -2.622 -0.247 -1.458
C -4.366 0.823 -1.983
C -5.528 0.172 -2.391
C -6.641 0.901 -2.779
C -6.606 2.285 -2.744
C -5.453 2.941 -2.341
C -4.332 2.215 -1.981
C -3.649 -1.867 -0.483
C -4.875 -1.797 0.170
C -5.397 -2.902 0.816
C -4.705 -4.103 0.812
C -3.476 -4.187 0.175
C -2.952 -3.071 -0.451
H -5.265 -1.875 -5.392
H -4.228 0.127 -6.397
H -1.972 0.854 -5.727
H -1.702 -2.479 -3.073
H -4.014 -3.183 -3.698
H -5.571 -0.908 -2.419
H -7.534 0.387 -3.103
H -7.477 2.855 -3.038
H -5.420 4.020 -2.324
H -3.429 2.730 -1.714
H -5.422 -0.864 0.196
H -6.344 -2.826 1.330
H -5.118 -4.967 1.310
H -2.928 -5.119 0.171
H -1.974 -3.149 -0.922
*
```

=====

Entry 3:
Here is C44H32BiF9IN2O2PSe2 as an isolated structure in a non-equilibrium geometry from the Open Molecules 2025 dataset. Energies are from ωB97M-V/def2-TZVPD.

Properties
- energy relative to the best compared isomer or geometry (same formula, charge and spin) (kJ/mol) = 0.00
- Kohn-Sham gap (alpha / beta) (eV) = 5.33 / 4.60
- max |F| (eV/Å) = 3.60

```
! wB97M-V def2-TZVPD RIJCOSX def2/J DEFGRID3
* xyz 2 1
Bi 0.582 1.356 -3.182
I -0.965 1.756 3.429
C -2.630 0.979 4.591
C -3.533 1.837 5.216
C -3.964 1.664 6.583
C -3.611 0.498 7.205
C -3.015 -0.599 6.494
C -2.881 -1.937 6.962
C -2.235 -2.904 6.261
C -1.787 -2.666 4.919
C -1.989 -1.403 4.372
P -1.272 -1.130 2.700
C 0.108 -2.328 2.678
C 0.916 -2.335 3.818
C 1.921 -3.290 3.943
C 1.924 -4.416 3.073
C 1.165 -4.450 1.928
C 0.311 -3.334 1.705
C -2.449 -1.861 1.542
C -3.024 -0.982 0.663
C -3.934 -1.449 -0.303
C -4.116 -2.820 -0.368
C -3.677 -3.717 0.613
C -2.785 -3.214 1.560
C -2.578 -0.370 5.148
H -3.772 2.761 4.685
H -4.621 2.473 7.043
H -3.792 0.261 8.259
H -3.384 -2.087 7.862
H -2.088 -3.887 6.739
H -1.323 -3.438 4.317
H 0.646 -1.695 4.633
H 2.655 -3.200 4.748
H 2.396 -5.326 3.453
H 1.302 -5.163 1.171
H -0.279 -3.304 0.754
H -2.720 0.096 0.709
H -4.381 -0.758 -1.042
H -4.592 -3.268 -1.216
H -3.911 -4.785 0.592
H -2.237 -3.801 2.282
Se 0.076 3.999 -2.006
Se 1.915 2.308 -5.337
C 3.213 1.124 -4.799
C 4.427 1.195 -5.431
C 5.471 0.368 -4.977
C 5.222 -0.529 -3.972
C 3.913 -0.656 -3.469
N 2.957 0.198 -3.834
C -1.218 3.701 -3.374
C -2.006 4.751 -3.875
C -2.852 4.478 -4.949
C -2.886 3.215 -5.506
C -2.094 2.170 -4.937
N -1.333 2.488 -3.902
H 4.629 1.967 -6.177
H 6.382 0.353 -5.473
H 5.981 -1.196 -3.584
H 3.633 -1.460 -2.702
H -1.855 5.758 -3.422
H -3.347 5.292 -5.392
H -3.515 2.958 -6.352
H -2.029 1.133 -5.285
C 3.353 0.661 0.567
C 3.477 2.079 0.000
O 3.253 2.320 -1.176
C 3.736 3.208 0.989
C 3.698 4.534 0.478
C 3.785 5.623 1.310
C 3.944 5.464 2.707
C 4.095 4.193 3.181
C 3.956 3.058 2.329
H 3.665 -0.026 -0.169
H 2.350 0.446 1.018
H 4.086 0.579 1.445
H 3.448 4.556 -0.587
H 3.470 6.639 1.027
H 3.997 6.312 3.352
H 4.426 3.915 4.155
H 4.071 2.130 2.841
F -2.635 -0.737 -3.023
C -1.723 -1.721 -3.146
F -2.369 -2.892 -3.096
F -0.920 -1.684 -2.058
C -0.800 -1.484 -4.365
O -0.365 -0.180 -4.408
C 0.282 -2.571 -4.303
F 1.182 -2.292 -3.299
F 0.989 -2.869 -5.345
F -0.278 -3.785 -3.939
C -1.610 -1.694 -5.709
F -0.974 -1.150 -6.769
F -1.796 -2.957 -6.073
F -2.858 -1.051 -5.717
*
```

=====

Entry 4:
Here is C44H32F9N5PY as an isolated structure from the Open Molecules 2025 dataset. Energies are from ωB97M-V/def2-TZVPD.

Properties
- Kohn-Sham gap (eV) = 7.48
- max |F| (eV/Å) = 0.56

```
! wB97M-V def2-TZVPD RIJCOSX def2/J DEFGRID3
* xyz 2 1
Y 0.045 0.044 0.377
C -0.779 -1.538 3.318
N -0.958 -1.292 1.867
C -1.829 -2.049 1.244
C -2.056 -1.954 -0.144
C -2.961 -2.647 -0.943
C -2.772 -2.195 -2.251
C -1.762 -1.249 -2.200
N -1.305 -1.067 -0.937
C -0.311 -2.940 3.601
C -1.088 -3.802 4.360
C -0.663 -5.103 4.599
C 0.539 -5.547 4.079
C 1.326 -4.688 3.319
C 0.901 -3.392 3.084
H -1.721 -1.333 3.833
H -0.058 -0.801 3.691
H -2.396 -2.791 1.806
H -3.661 -3.393 -0.604
H -3.296 -2.520 -3.133
H -1.334 -0.692 -3.019
H -2.028 -3.459 4.776
H -1.275 -5.766 5.195
H 0.871 -6.558 4.267
H 2.271 -5.029 2.922
H 1.530 -2.726 2.498
F 0.346 8.891 2.420
C 1.310 8.165 1.844
F 2.288 8.004 2.747
F 1.804 8.866 0.821
C 0.777 6.822 1.402
C 0.854 6.426 0.079
C 0.362 5.182 -0.294
C -0.196 4.346 0.665
C -0.271 4.750 2.002
C 0.211 5.991 2.366
P -0.864 2.731 0.254
C -0.371 2.362 -1.464
C 0.985 2.078 -1.673
C 1.443 1.688 -2.921
C 0.539 1.566 -3.967
C -0.804 1.865 -3.781
C -1.262 2.255 -2.530
C 1.048 1.045 -5.291
F 0.144 1.149 -6.257
F 1.367 -0.264 -5.160
F 2.158 1.684 -5.667
C -2.663 2.825 0.236
C -3.418 1.691 0.524
C -4.797 1.732 0.429
C -5.422 2.916 0.056
C -4.683 4.057 -0.217
C -3.301 4.011 -0.129
C -6.932 2.934 -0.018
F -7.380 1.903 -0.749
F -7.389 4.061 -0.566
F -7.462 2.820 1.206
H 1.287 7.084 -0.660
H 0.412 4.883 -1.332
H -0.711 4.108 2.755
H 0.153 6.317 3.396
H 1.709 2.236 -0.875
H 2.496 1.497 -3.081
H -1.494 1.789 -4.610
H -2.311 2.481 -2.388
H -2.950 0.759 0.833
H -5.389 0.853 0.645
H -5.183 4.973 -0.499
H -2.721 4.901 -0.341
C 4.626 -0.513 0.275
C 3.325 -0.207 0.629
N 2.286 -0.477 -0.178
C 2.521 -1.068 -1.362
C 3.792 -1.424 -1.798
C 4.859 -1.112 -0.952
C 3.956 -2.021 -3.132
C 4.868 -2.929 -3.471
C 5.831 -3.583 -2.556
C 5.433 -4.353 -1.474
C 6.447 -4.907 -0.706
N 7.731 -4.712 -0.978
C 8.001 -3.973 -2.047
N 7.119 -3.400 -2.858
H 5.439 -0.270 0.942
H 3.104 0.268 1.580
H 1.654 -1.268 -1.986
H 5.873 -1.326 -1.265
H 3.281 -1.653 -3.897
H 4.945 -3.221 -4.512
H 4.391 -4.536 -1.254
H 6.222 -5.530 0.152
H 9.047 -3.822 -2.286
*
```

=====

Entry 5:
Here is C44H32IP2Pd as an isolated structure in a non-equilibrium geometry from the Open Molecules 2025 dataset. Energies are from ωB97M-V/def2-TZVPD.

Properties
- Kohn-Sham gap (eV) = 6.93
- max |F| (eV/Å) = 1.26

```
! wB97M-V def2-TZVPD RIJCOSX def2/J DEFGRID3
* xyz 1 1
Pd -0.253 -0.273 -0.810
C -3.464 3.483 -5.178
C -3.200 4.220 -4.031
C -2.699 3.596 -2.900
C -2.473 2.220 -2.915
C -2.745 1.483 -4.065
C -3.237 2.115 -5.197
P -1.827 1.388 -1.442
C -0.684 2.674 -0.791
C 0.509 2.864 -1.493
C 1.430 3.805 -1.068
C 1.170 4.566 0.067
C -0.013 4.383 0.764
C -0.944 3.444 0.334
C -3.074 1.236 -0.177
C -4.342 1.747 -0.214
C -5.189 1.580 0.900
C -4.735 0.926 2.008
C -3.432 0.369 2.062
C -2.973 -0.330 3.200
C -1.729 -0.882 3.197
C -0.901 -0.786 2.057
C -1.302 -0.138 0.920
C -2.589 0.488 0.926
H -3.846 3.979 -6.060
H -3.377 5.287 -4.020
H -2.479 4.177 -2.013
H -2.572 0.413 -4.075
H -3.443 1.541 -6.090
H 0.710 2.288 -2.393
H 2.349 3.950 -1.622
H 1.888 5.303 0.402
H -0.221 4.977 1.644
H -1.863 3.303 0.890
H -4.686 2.293 -1.084
H -6.192 1.983 0.875
H -5.378 0.806 2.872
H -3.621 -0.416 4.063
H -1.364 -1.415 4.066
H 0.065 -1.256 2.120
I -1.172 -2.990 -1.590
C -0.851 -3.716 0.371
C -1.945 -4.379 0.857
C -1.866 -5.186 2.004
C -0.651 -5.388 2.582
C 0.496 -4.705 2.112
C 1.749 -5.002 2.704
C 2.885 -4.370 2.304
C 2.774 -3.307 1.393
C 1.579 -2.955 0.808
P 1.615 -1.283 0.076
C 2.473 -0.240 1.296
C 2.419 -0.452 2.672
C 2.955 0.481 3.547
C 3.549 1.635 3.060
C 3.606 1.857 1.691
C 3.067 0.929 0.816
C 2.733 -1.308 -1.360
C 2.172 -1.339 -2.637
C 2.980 -1.358 -3.764
C 4.359 -1.347 -3.624
C 4.927 -1.307 -2.357
C 4.122 -1.282 -1.230
C 0.405 -3.752 1.053
H -2.883 -4.325 0.321
H -2.751 -5.690 2.366
H -0.536 -6.079 3.407
H 1.779 -5.761 3.476
H 3.846 -4.619 2.731
H 3.654 -2.705 1.206
H 1.983 -1.357 3.076
H 2.911 0.301 4.613
H 3.970 2.359 3.745
H 4.067 2.755 1.302
H 3.101 1.123 -0.249
H 1.095 -1.365 -2.763
H 2.533 -1.387 -4.749
H 4.992 -1.365 -4.500
H 6.003 -1.288 -2.247
H 4.580 -1.223 -0.251
*
```